[1]
A cluster of 2 separate species, C10H13O3 in total. Source: the Open Molecules 2025 dataset; level of theory: wB97M-V/def2-TZVPD.

```
26
Properties=species:S:1:pos:R:3:forces:R:3:lowdin_charge:R:1
C 3.995 -1.343 -0.554 0.0 -3.4 -0.8 -0.102
C 1.599 -1.301 0.229 1.6 1.6 -0.5 -0.095
C 2.519 -1.074 -0.836 -1.8 0.8 -2.3 -0.242
C 0.267 -0.989 0.178 -2.7 0.4 -2.6 0.016
C -0.333 -0.716 -1.150 2.2 -1.0 1.4 -0.335
C 1.872 -0.697 -2.145 1.8 -1.4 3.1 -0.050
C 0.507 -0.615 -2.254 0.4 0.4 -0.5 -0.074
O -1.613 -0.770 -1.423 -1.2 0.6 -0.3 0.038
H 2.081 -1.490 1.172 -0.1 -0.4 0.5 0.097
H -0.489 -0.994 0.990 1.1 -0.4 -0.2 0.107
H 4.485 -0.954 0.326 -0.5 0.4 0.5 0.051
H 4.754 -1.247 -1.326 -0.5 0.8 -0.7 0.048
H 2.311 -0.629 -3.126 1.2 0.1 0.2 0.079
H -2.182 -0.206 -0.836 -0.9 -0.5 0.6 0.051
H 0.194 -0.443 -3.310 -0.6 -0.1 1.2 0.118
H 4.053 -2.515 -0.480 0.0 1.8 0.4 0.101
C -1.745 1.579 1.228 -0.3 -4.1 3.4 -0.194
C -2.632 2.661 1.716 1.3 0.8 -1.5 -0.137
C -2.592 0.198 1.311 -1.5 3.4 -1.9 -0.721
O -2.597 -0.381 2.374 0.1 -1.4 0.9 -0.017
O -3.380 0.097 0.278 1.3 -0.7 1.0 -0.121
H -1.585 1.672 0.191 1.4 0.5 -1.0 0.078
H -0.978 1.356 2.068 -0.2 0.8 -2.2 0.132
H -1.971 3.508 1.781 -0.3 1.1 0.1 0.062
H -3.144 2.523 2.597 -0.6 -0.7 2.4 0.049
H -3.395 2.770 1.002 -1.0 0.7 -1.2 0.060
```
Positions in Å, forces in eV/Å.

The value obtained for the LUMO energy is 3.18 eV. The HOMO energy comes out at -4.5 eV. The energy above the lowest of the compared OMol25 structures with the same formula, charge and spin comes out at 56.3 kcal per mole. The HOMO-LUMO gap comes out at 7.65 eV. As for the total charge: -1.

[2]
A structure of composition C10H14B2F4MnN6. Source: the Open Molecules 2025 dataset; level of theory: wB97M-V/def2-TZVPD.

```
37
Properties=species:S:1:pos:R:3:forces:R:3:mulliken_spin:R:1
H 0.878 3.029 1.415 -0.1 0.0 0.1 0.004
N 0.440 1.584 -0.058 0.6 2.7 -1.7 0.018
B 0.151 0.327 -2.278 -0.1 -0.1 0.6 -0.060
N 0.478 1.601 -1.453 0.3 0.5 1.0 0.033
C 0.896 2.803 -1.865 -0.2 0.3 1.5 0.035
Mn -0.089 -0.055 0.784 2.2 0.7 0.7 4.575
H 0.985 3.032 -2.903 0.1 0.0 -0.4 0.002
C 1.101 3.608 -0.732 0.1 0.4 -0.5 0.008
H 1.407 4.647 -0.676 0.0 -0.3 -0.2 0.001
C 0.805 2.818 0.362 -0.1 -1.2 -0.8 0.026
H 0.273 0.472 -3.473 0.0 0.0 0.4 0.000
C -0.703 -1.591 1.870 -2.5 -0.2 3.4 -0.029
H -0.576 -1.508 2.972 -0.7 -0.7 -0.6 0.022
H 0.046 -2.340 1.564 0.5 1.1 -0.7 0.054
H -1.657 -1.982 1.497 0.2 -0.2 0.8 0.018
N -1.289 -0.077 -1.865 -0.7 -0.1 1.5 0.027
N 1.108 -0.765 -1.723 0.4 -0.3 1.3 0.009
N -1.557 -0.247 -0.501 -2.1 -0.4 -3.0 -0.008
N 1.165 -1.037 -0.351 1.4 -1.1 -2.1 0.033
C -2.420 -0.239 -2.553 -0.7 -0.3 0.4 0.026
C 2.020 -1.505 -2.346 0.3 -0.8 0.2 0.024
H -2.454 -0.156 -3.630 0.1 0.0 0.1 0.001
H 2.136 -1.512 -3.421 -0.1 0.3 0.1 0.002
C -3.457 -0.546 -1.665 0.5 0.0 0.6 0.003
C 2.671 -2.305 -1.410 -0.1 -0.1 0.4 0.001
C -2.867 -0.552 -0.389 1.1 0.5 -1.4 -0.003
C 2.105 -1.993 -0.176 -0.7 1.2 -1.1 0.011
H -4.492 -0.760 -1.844 -0.1 0.0 -0.4 0.002
H 3.418 -3.059 -1.539 0.2 0.0 -0.4 0.001
H -3.281 -0.763 0.582 -0.2 0.1 0.0 0.002
H 2.329 -2.370 0.803 0.0 0.0 0.2 0.000
H -1.228 -0.131 1.955 0.5 -2.1 0.7 0.139
F 0.876 0.586 3.292 -0.3 0.0 0.2 0.012
B 0.348 0.300 4.630 -0.3 1.2 1.0 0.013
F -1.052 0.086 4.539 0.4 0.0 -0.5 -0.001
F 0.958 -0.865 5.096 0.0 0.5 -0.2 0.000
F 0.533 1.468 5.491 0.2 -1.7 -1.3 0.000
```
Positions in Å, forces in eV/Å.

The value obtained for the LUMO energy (spin up / spin down) is 0.15 / -1.88 eV. The HOMO energy (spin up / spin down) comes out at -9.5 / -10.0 eV. Its spin multiplicity is 6. The HOMO-LUMO gap (spin up / spin down) comes out at 9.66 / 8.14 eV.

[3]
A structure of composition C10H14BaN2O4P2. Source: the Open Molecules 2025 dataset; level of theory: wB97M-V/def2-TZVPD.

```
33
Properties=species:S:1:pos:R:3:forces:R:3:lowdin_charge:R:1
C 0.026 2.015 0.247 0.7 -0.3 0.0 -0.196
C -0.479 0.612 0.066 -1.1 -0.2 0.3 -0.525
P -0.820 0.285 -1.738 0.5 -0.7 -0.2 0.786
N 0.172 -0.574 -2.527 -0.2 0.6 0.1 -0.175
C 0.228 -0.543 0.796 0.4 0.2 -0.5 -0.119
C 1.592 -1.038 0.382 -0.2 0.1 0.0 -0.263
C 2.477 -0.314 -0.388 -0.2 0.0 0.1 -0.035
C 3.722 -0.863 -0.613 0.2 0.4 -0.3 -0.043
C 4.024 -2.083 -0.070 0.3 -0.4 0.1 -0.031
C 3.070 -2.728 0.694 0.1 0.1 -0.1 -0.082
N 1.878 -2.206 0.921 -0.2 -0.2 0.4 0.140
C -0.875 -1.591 0.750 -0.1 -1.2 -0.2 -0.384
O -0.885 -2.746 0.511 0.1 0.8 0.3 0.239
O -2.094 -0.904 0.958 0.0 0.1 -0.3 -0.002
C -1.837 0.468 0.860 0.1 -0.2 0.3 -0.442
P -3.291 1.392 0.170 -0.2 -0.7 -1.0 0.625
O -4.398 0.327 -0.173 -0.1 -0.1 -0.1 -0.147
O -3.943 2.215 1.391 0.8 0.0 0.5 -0.265
H -0.753 2.685 -0.113 4.3 -4.6 0.2 -0.304
H 0.927 2.264 -0.308 0.2 0.0 -0.1 0.113
H 0.196 2.271 1.289 0.1 0.1 0.5 0.125
H -1.101 1.620 -2.167 -0.2 0.2 0.1 -0.002
H -2.104 -0.270 -1.591 -0.2 0.1 -0.1 0.022
H 0.604 -0.181 -3.351 0.2 -0.3 -0.1 0.021
H 0.320 -0.213 1.833 -0.1 -0.1 0.3 0.177
H 2.213 0.629 -0.828 0.0 0.2 -0.1 0.086
H 4.444 -0.334 -1.211 0.2 0.1 -0.1 0.118
H 4.985 -2.541 -0.221 0.2 -0.1 -0.1 0.117
H 3.273 -3.687 1.134 0.0 -0.3 0.2 0.121
H -1.636 0.850 1.873 -0.1 0.3 0.1 0.144
H -4.120 -0.478 -0.636 -0.1 -0.2 0.2 0.105
H -3.909 1.729 2.233 -0.5 0.2 0.2 0.110
Ba -1.907 3.932 -0.174 -4.7 6.3 -0.5 1.966
```
Positions in Å, forces in eV/Å.

The value obtained for the LUMO energy is -8.13 eV. The HOMO energy comes out at -14.4 eV. The HOMO-LUMO gap comes out at 6.23 eV. As for the total charge: +2.

[4]
An isolated molecule of C10H14BrFN2S. Source: the Open Molecules 2025 dataset; level of theory: wB97M-V/def2-TZVPD.

```
29
Properties=species:S:1:pos:R:3:forces:R:3:lowdin_charge:R:1
C -1.565 -0.574 0.423 -3.8 0.2 1.2 -0.219
C -0.253 -0.222 -0.126 0.1 0.6 1.1 -0.239
C -2.734 0.663 0.579 1.9 -2.8 0.0 -1.232
C 0.509 -2.128 1.014 -0.1 -0.7 0.4 -0.283
C -0.955 -2.686 0.952 1.1 -2.5 1.7 -0.340
C 1.554 -3.249 0.634 2.1 3.6 3.0 -0.024
C 0.647 3.536 -0.502 0.0 -0.5 2.4 -0.090
C 0.960 1.001 -1.926 1.9 -0.4 -1.8 -0.073
C 0.333 2.168 0.238 -2.6 2.1 -2.3 -0.172
C -0.042 1.106 -0.810 1.6 -1.1 0.7 -0.347
N -1.974 -1.727 0.872 0.3 3.7 -0.6 0.147
N 0.722 -0.903 0.266 1.4 -1.1 -0.2 0.177
F -1.138 -3.560 -0.141 0.3 0.4 0.5 -0.012
S -2.831 1.728 1.752 0.1 0.0 0.1 0.735
Br -4.068 0.318 -0.664 -0.5 0.1 -0.6 0.745
H 0.693 -1.909 2.099 -0.3 0.1 -0.8 0.154
H -1.143 -3.331 1.951 0.4 1.2 -2.3 0.184
H 2.008 -3.104 -0.305 0.1 0.1 -1.3 0.054
H 1.062 -4.129 0.740 -1.0 -2.9 0.1 0.021
H 2.458 -3.185 1.399 -1.9 -0.3 -1.5 0.120
H 0.058 3.736 -1.357 -0.5 0.0 -1.1 0.057
H 0.513 4.398 0.177 0.0 -0.4 -0.1 0.076
H 1.703 3.470 -0.678 0.5 0.4 -0.8 0.061
H 0.670 0.378 -2.802 -0.3 0.0 0.9 0.090
H 1.153 1.962 -2.419 -0.2 0.0 0.4 0.066
H 2.002 0.625 -1.660 -1.5 0.4 0.3 0.106
H -0.629 2.299 0.813 1.9 -0.2 0.3 0.044
H 1.275 1.987 0.659 0.7 -1.0 1.7 0.094
H -0.988 1.331 -1.179 -1.7 0.9 -1.1 0.101
```
Positions in Å, forces in eV/Å.

The value obtained for the LUMO energy is -0.89 eV. The HOMO energy comes out at -9.1 eV. The energy above the lowest of the compared OMol25 structures with the same formula, charge and spin comes out at 0.0 kcal per mole. The HOMO-LUMO gap comes out at 8.24 eV.

[5]
A structure of composition C10H14BrN3O3PtSe4. Source: the Open Molecules 2025 dataset; level of theory: wB97M-V/def2-TZVPD.

```
36
Properties=species:S:1:pos:R:3:forces:R:3:lowdin_charge:R:1
Pt -1.250 0.448 0.021 -1.2 1.7 1.2 0.590
Se -1.234 2.746 1.200 0.4 0.5 -0.3 -0.124
Se -2.697 3.094 3.031 0.2 -0.2 0.0 -0.276
Se -3.941 1.037 3.382 0.1 -0.2 0.0 -0.327
Se -3.140 -0.404 1.721 -0.8 -0.5 0.9 -0.144
Br 2.456 -0.725 -2.899 0.1 0.0 0.0 0.626
C 0.845 -0.022 -3.645 -0.5 0.2 -0.3 -0.656
C 0.736 0.147 -5.011 0.4 -0.2 -0.2 -0.248
N -0.359 0.631 -5.587 0.0 0.0 0.1 0.031
C -1.378 0.956 -4.781 -0.1 0.0 -0.1 -0.101
C -1.364 0.823 -3.399 -0.1 0.1 0.0 -0.089
C -0.208 0.314 -2.823 0.2 0.0 0.5 -0.113
C -2.613 1.242 -2.593 0.4 -0.2 0.4 -0.589
O -3.553 1.679 -3.254 -0.2 0.1 -0.2 -0.007
O -2.626 1.135 -1.318 0.1 0.1 -0.8 -0.232
H 1.553 -0.111 -5.681 0.0 0.0 0.1 0.080
H -2.260 1.349 -5.270 -0.1 0.0 0.1 0.104
H -0.181 0.195 -1.725 0.3 -0.1 -0.8 -0.008
N 2.175 -1.287 3.167 0.6 -0.2 0.4 0.025
C 2.198 -1.676 1.718 0.0 0.0 -0.2 -0.125
C 0.815 -1.545 1.126 -0.3 -0.4 -0.1 -0.225
N 0.230 -0.241 1.349 1.3 0.6 -0.1 -0.252
C 0.236 0.171 2.742 -0.6 -0.4 0.3 -0.275
C 1.602 0.086 3.372 -0.1 0.3 0.0 -0.116
H 3.122 -1.344 3.565 -0.3 0.0 -0.1 0.154
H 1.608 -1.964 3.683 -0.2 0.1 -0.1 0.167
H 2.557 -2.706 1.669 0.0 0.0 0.0 0.119
H 2.913 -1.015 1.226 0.0 0.0 0.0 0.128
H 0.148 -2.303 1.552 -0.1 0.0 -0.1 0.130
H 0.847 -1.737 0.048 -0.4 0.0 -0.1 0.094
H 0.725 0.467 0.771 0.2 0.0 0.2 0.076
H -0.476 -0.457 3.292 -0.1 0.0 -0.1 0.103
H -0.138 1.198 2.810 0.0 0.0 -0.1 0.005
H 1.555 0.256 4.449 0.0 0.0 0.0 0.125
H 2.302 0.792 2.920 0.1 0.0 0.0 0.130
O -1.206 -1.230 -0.831 0.7 -1.5 -0.5 -0.780
```
Positions in Å, forces in eV/Å.

The value obtained for the LUMO energy (spin up / spin down) is 2.99 / 2.98 eV. The HOMO energy (spin up / spin down) comes out at 0.6 / 0.6 eV. The energy above the lowest of the compared OMol25 structures with the same formula, charge and spin comes out at 85.7 kcal per mole. The HOMO-LUMO gap (spin up / spin down) comes out at 2.38 / 2.39 eV. As for the total charge: -2.

[6]
A cluster of 5 separate species, C10H14Cl12O2 in total. Source: the Open Molecules 2025 dataset; level of theory: wB97M-V/def2-TZVPD.

```
38
Properties=species:S:1:pos:R:3:forces:R:3:lowdin_charge:R:1
C 4.226 2.899 0.672 -5.3 -4.1 -2.6 -0.097
C 3.326 2.351 -0.124 4.1 1.6 4.1 -0.064
C 2.205 1.609 -1.027 -0.3 1.6 0.7 -0.271
C 0.864 2.560 -0.909 -0.1 0.6 -0.4 -0.156
O -0.366 1.801 -0.824 0.9 0.9 1.0 -0.252
C -0.816 1.628 0.546 0.3 -1.6 1.0 -0.142
O 1.843 0.295 -0.551 2.1 0.9 -0.8 -0.191
C 2.937 -0.653 -0.661 0.4 -1.7 0.6 -0.104
H 4.934 3.187 1.539 -1.7 -0.5 -2.2 0.071
H 2.510 1.641 -2.145 -0.1 -0.4 1.9 0.157
H 0.933 3.313 -0.039 0.1 -1.3 -1.2 0.130
H 0.827 3.193 -1.881 0.0 -1.1 1.6 0.137
H -1.473 0.658 0.553 1.2 2.2 0.0 0.022
H -1.397 2.519 0.984 0.8 -1.2 -0.9 0.100
H 0.087 1.386 1.248 -1.5 0.6 -1.2 0.110
H 3.161 -1.013 -1.731 -0.5 0.9 1.3 0.099
H 2.601 -1.602 -0.070 0.5 1.8 -1.0 0.107
H 3.926 -0.310 -0.188 -1.6 -0.1 -0.6 0.094
C 5.676 5.406 -2.304 0.3 0.1 0.1 -1.509
Cl 4.970 6.977 -1.891 0.0 -0.1 -0.1 0.514
Cl 7.388 5.586 -2.723 -0.1 0.0 -0.1 0.508
Cl 5.476 4.262 -0.966 0.5 0.9 -1.3 0.606
H 5.150 5.012 -3.173 0.1 0.1 0.2 0.016
C -3.862 -1.077 -0.580 0.0 0.1 -0.1 -1.499
Cl -3.887 -2.648 0.236 0.0 0.3 -0.2 0.487
Cl -4.255 0.221 0.558 -0.1 -0.1 -0.1 0.539
Cl -2.285 -0.792 -1.330 -0.3 -0.2 -0.1 0.583
H -4.619 -1.086 -1.364 0.2 0.0 0.2 0.019
C -6.526 -3.395 3.181 0.0 0.0 0.0 -1.551
Cl -7.229 -5.008 3.375 0.1 0.1 0.0 0.515
Cl -7.478 -2.434 2.039 0.1 -0.1 0.1 0.505
Cl -6.416 -2.573 4.745 0.0 -0.1 -0.2 0.519
H -5.519 -3.506 2.780 -0.2 0.1 0.1 -0.012
C -1.377 -6.118 0.295 0.1 0.0 0.0 -1.532
Cl -3.041 -5.627 0.648 0.1 -0.4 0.0 0.486
Cl -0.273 -4.748 0.480 -0.1 -0.1 -0.1 0.516
Cl -0.888 -7.458 1.342 -0.1 0.1 -0.1 0.521
H -1.332 -6.457 -0.740 0.0 0.1 0.3 0.018
```
Positions in Å, forces in eV/Å.

The value obtained for the LUMO energy is 0.48 eV. The HOMO energy comes out at -9.5 eV. The HOMO-LUMO gap comes out at 9.97 eV.

[7]
A cluster of 2 separate species, C10H14F2P in total. Source: the Open Molecules 2025 dataset; level of theory: wB97M-V/def2-TZVPD.

```
27
Properties=species:S:1:pos:R:3:forces:R:3:lowdin_charge:R:1
C -1.712 0.984 -2.970 1.0 -1.9 0.5 -0.016
C -1.555 -0.342 -2.490 0.3 2.3 0.2 -0.021
C -1.055 2.031 -2.388 -1.4 0.0 -1.1 -0.054
C -0.948 -0.522 -1.273 0.3 2.4 -0.3 -0.068
C -0.462 1.863 -1.182 -0.6 -3.0 -0.2 -0.060
C -0.447 0.628 -0.523 -0.7 -1.4 -1.0 -0.335
C -1.410 -0.872 1.756 1.1 -0.2 0.8 -0.197
C -0.174 1.737 2.304 0.8 1.3 -2.4 -0.231
C 3.523 -1.620 1.189 -1.3 3.1 -3.6 0.169
C 2.369 -1.997 0.199 0.9 -1.7 1.7 -0.421
F 1.219 -2.216 0.974 -0.1 0.1 -0.1 -0.062
F 2.067 -0.977 -0.616 0.3 0.6 -0.2 0.017
P -0.034 0.297 1.174 -3.0 -0.2 -0.1 1.103
H -2.256 1.148 -3.846 -0.8 0.2 -1.3 0.103
H -1.851 -1.118 -3.137 -0.5 -1.1 -0.2 0.107
H -1.192 2.972 -2.892 0.4 0.5 0.4 0.127
H -0.884 -1.501 -0.953 0.4 -1.8 1.1 0.080
H -0.181 2.707 -0.757 1.8 3.6 2.4 0.070
H -1.264 -0.925 2.869 -0.2 -0.2 -1.0 0.066
H -1.311 -1.857 1.298 0.4 0.0 0.3 0.035
H -2.445 -0.597 1.546 0.3 0.8 -0.1 0.065
H -1.120 2.446 2.117 2.3 -1.6 0.5 0.128
H 0.873 2.180 2.113 -1.9 0.3 0.6 0.074
H -0.123 1.233 3.241 -0.3 0.1 1.1 0.016
H 4.110 -2.224 1.832 0.1 -0.7 0.3 0.043
H 3.853 -0.545 0.853 -0.2 -2.2 1.2 0.101
H 2.411 -2.913 -0.437 0.6 0.6 0.6 0.161
```
Positions in Å, forces in eV/Å.

The value obtained for the LUMO energy (spin up / spin down) is -3.76 / -6.56 eV. The HOMO energy (spin up / spin down) comes out at -12.8 / -12.7 eV. The energy above the lowest of the compared OMol25 structures with the same formula, charge and spin comes out at 39.7 kcal per mole. The HOMO-LUMO gap (spin up / spin down) comes out at 9.05 / 6.14 eV. As for the total charge: +1.

Ordered largest force on an atom results: 5.347 4.216 7.888 5.123 2.377 7.199 4.914; unit eV Å⁻¹.